Entry 1:
Formula: C35H48AsKN3O2PS2
Source: the OMol25 dataset
Level of theory: wB97M-V/def2-TZVPD

Positions of all 93 atoms, in Å:
1 K 0.222772 0.460989 -0.234847
2 C -4.919839 1.527704 -1.112556
3 C -3.710821 2.172657 -0.484678
4 C -2.944775 3.101367 -1.184948
5 C -1.840820 3.707698 -0.593547
6 C -1.497968 3.401474 0.718076
7 C -2.248947 2.470494 1.424000
8 C -3.341802 1.860562 0.822383
9 H -5.841303 1.977725 -0.733501
10 H -4.958888 0.460008 -0.884933
11 H -4.916058 1.648189 -2.198303
12 H -3.218613 3.358990 -2.204490
13 H -1.252806 4.423828 -1.156012
14 H -0.643452 3.873548 1.188192
15 H -1.966765 2.205912 2.434160
16 H -3.911421 1.119263 1.372756
17 S 1.418179 0.804131 2.349419
18 C 1.170752 -0.184259 3.777916
19 C 2.070703 -0.190470 4.854804
20 C 1.846532 -0.977007 5.975016
21 C 0.716142 -1.781988 6.061138
22 C -0.183982 -1.798244 5.005280
23 C 0.039660 -1.020030 3.872083
24 As -1.146944 -0.944478 2.331785
25 C -0.279197 -2.285606 1.183114
26 C 1.043986 -2.688909 1.347386
27 C 1.592930 -3.662105 0.514741
28 C 0.824847 -4.247061 -0.484460
29 C -0.497835 -3.852876 -0.650777
30 C -1.038993 -2.874668 0.173229
31 C -2.554810 -2.149570 3.015394
32 C -2.466333 -3.540937 3.052605
33 C -3.492656 -4.302316 3.600012
34 C -4.622195 -3.682290 4.122461
35 C -4.721070 -2.297605 4.094298
36 C -3.694083 -1.541306 3.539250
37 H 2.948251 0.441947 4.794179
38 H 2.558677 -0.959145 6.792383
39 H 0.536087 -2.391715 6.938317
40 H -1.065359 -2.422615 5.072532
41 H 1.645167 -2.245092 2.132400
42 H 2.622744 -3.969024 0.656565
43 H 1.250504 -5.011499 -1.123472
44 H -1.107445 -4.316350 -1.418487
45 H -2.074478 -2.577462 0.043281
46 H -1.586864 -4.035184 2.660486
47 H -3.406882 -5.382073 3.627401
48 H -5.421477 -4.276853 4.549095
49 H -5.595959 -1.807464 4.503647
50 H -3.775618 -0.460672 3.522162
51 C 5.036163 2.789062 -2.831453
52 N 3.598236 2.635574 -2.715461
53 C 2.820803 3.255946 -3.774858
54 P 2.895502 1.857451 -1.433245
55 O 1.420944 1.843141 -1.647246
56 N 3.290431 2.531804 0.003934
57 C 4.567719 2.387864 0.686197
58 C 2.444060 3.594476 0.549551
59 N 3.679838 0.392144 -1.410140
60 C 3.606064 -0.381795 -2.653203
61 C 3.592761 -0.474989 -0.219995
62 H 5.331920 3.840233 -2.768987
63 H 5.387001 2.399369 -3.792390
64 H 5.549181 2.239761 -2.045140
65 H 2.991152 4.337168 -3.809768
66 H 1.762409 3.077100 -3.609924
67 H 3.099399 2.844163 -4.752097
68 H 5.168288 1.604210 0.233249
69 H 4.388109 2.122778 1.731386
70 H 5.133658 3.324136 0.651533
71 H 1.525715 3.682030 -0.028218
72 H 2.970563 4.554597 0.518561
73 H 2.181258 3.358813 1.582521
74 H 3.659400 0.273450 -3.520182
75 H 2.678250 -0.960831 -2.707656
76 H 4.445470 -1.077999 -2.697495
77 H 3.327201 0.093140 0.667616
78 H 4.551934 -0.973410 -0.050635
79 H 2.833824 -1.251908 -0.352316
80 O -0.897075 -0.553555 -1.880120
81 S -2.248253 -0.229027 -2.464066
82 C -2.764641 -1.693355 -3.401526
83 C -2.102979 -1.586431 -4.770833
84 C -2.315526 -0.134033 -5.190300
85 C -1.915743 0.719235 -3.984310
86 H -3.856704 -1.674674 -3.467223
87 H -2.446903 -2.544809 -2.798948
88 H -2.530243 -2.290217 -5.484480
89 H -1.036622 -1.803922 -4.677961
90 H -3.370712 0.025891 -5.427019
91 H -1.737676 0.136004 -6.074284
92 H -2.437459 1.674906 -3.919868
93 H -0.838230 0.896888 -3.920103

Cartesian forces (eV/Å) of the 3 atoms listed first:
-0.028 0.155 1.730
-0.015 0.029 0.046
-0.021 0.002 0.011

Computed properties:
**E_HOMO**: -6.289 eV
**F_max**: 2.194 eV/Å
**Total charge**: 0
**Relative energy (zero: lowest compared OMol25 entry of this formula, charge and spin)**: 12.5 kcal per mole
**Gap between HOMO and LUMO**: 6.390 eV
**E**: -5650.75014 Ha
**LUMO energy**: 0.10 eV

Entry 2:
Formula: C41H45F2N10O6ReS
Source: the OMol25 dataset
Level of theory: wB97M-V/def2-TZVPD

Positions of all 106 atoms, in Å:
1 Re -0.299115 -0.090379 -0.091819
2 C -6.606845 -3.249995 2.723281
3 C -7.040801 -2.294572 1.610632
4 C -8.099324 -1.338258 2.151654
5 C -8.454728 -0.294545 1.102540
6 C -7.217398 0.472729 0.754990
7 C -7.272803 1.800249 0.393563
8 C -6.100289 2.488873 0.098535
9 F -6.177412 3.779130 -0.255051
10 C -4.872969 1.883456 0.171486
11 C -4.791884 0.530409 0.515368
12 C -3.486539 -0.120405 0.536275
13 O -2.428378 0.568129 0.571981
14 C -3.562986 -1.542235 0.534310
15 C -4.745626 -2.169745 0.837196
16 N -5.894194 -1.538115 1.083362
17 C -5.973391 -0.189883 0.802160
18 C -2.388851 -2.437305 0.201797
19 O -2.539510 -3.646812 0.260566
20 O -1.299940 -1.884202 -0.177467
21 H -7.494957 -3.636093 3.217647
22 H -6.011462 -2.727105 3.469398
23 H -6.042210 -4.099929 2.351618
24 H -7.477412 -2.870588 0.782963
25 H -7.724277 -0.841703 3.049130
26 H -8.977940 -1.918902 2.432682
27 H -9.221241 0.380506 1.479814
28 H -8.854120 -0.784000 0.209354
29 H -8.220385 2.311681 0.334984
30 H -3.974801 2.427584 -0.064231
31 H -4.729370 -3.249708 0.899090
32 C -1.029893 -1.675794 -3.062016
33 N 0.103013 -2.470158 -2.681156
34 C 0.115539 -3.823953 -3.194409
35 C 1.523807 -4.294779 -2.858701
36 N 2.015590 -3.271765 -1.946255
37 C 3.403417 -3.408447 -1.571911
38 C 1.143897 -2.222334 -1.857511
39 N 1.263424 -1.132832 -1.114700
40 C 2.517431 -0.804880 -0.461017
41 C 2.640128 0.715653 -0.384406
42 N 1.493831 1.310219 0.298733
43 C 1.698929 2.490915 0.842604
44 N 2.841191 3.245735 0.748096
45 C 3.772171 3.409988 -0.348145
46 C 2.858895 4.277747 1.774796
47 C 1.413847 4.311394 2.264118
48 N 0.868822 3.077843 1.732603
49 C -0.456122 2.711760 2.139793
50 H -1.013976 -1.523501 -4.145091
51 H -1.010992 -0.707715 -2.572949
52 H -1.953986 -2.193579 -2.795457
53 H -0.099158 -3.820258 -4.267661
54 H -0.647731 -4.425431 -2.685163
55 H 2.170662 -4.358808 -3.742299
56 H 1.522489 -5.264995 -2.354898
57 H 3.690657 -4.439469 -1.762789
58 H 3.562718 -3.224365 -0.513081
59 H 4.056445 -2.769800 -2.176223
60 H 3.380513 -1.150085 -1.023729
61 H 2.538030 -1.231623 0.550534
62 H 2.695706 1.081519 -1.414374
63 H 3.563051 0.954913 0.149969
64 H 3.410840 2.946094 -1.258529
65 H 4.756488 3.003965 -0.095323
66 H 3.899642 4.475165 -0.552067
67 H 3.181938 5.233674 1.359793
68 H 3.560956 3.995497 2.570836
69 H 0.854596 5.174852 1.878825
70 H 1.354699 4.321659 3.355077
71 H -0.470942 2.439085 3.197994
72 H -0.808248 1.868475 1.552403
73 H -1.125027 3.561635 1.992316
74 F -0.723347 4.641510 -4.188420
75 C -0.668946 3.588940 -3.353378
76 C -1.438414 3.591865 -2.204642
77 C -1.341485 2.514858 -1.343197
78 C -0.511940 1.417333 -1.592679
79 C 0.233317 1.456900 -2.776812
80 C 0.172069 2.531070 -3.647939
81 H -2.089740 4.424151 -1.988363
82 H -1.929984 2.527870 -0.437780
83 H 0.880067 0.628764 -3.029650
84 H 0.770384 2.559461 -4.545956
85 O -2.941521 -2.388379 9.014727
86 S -3.443612 -1.051122 8.766925
87 O -4.235738 -0.880781 7.574571
88 O -3.788249 -0.234479 9.895139
89 C -1.762618 -0.422104 8.250957
90 N -0.911362 -0.060346 9.169084
91 C 0.310726 0.228139 8.748043
92 C 0.665089 0.126042 7.407232
93 C -0.324422 -0.298251 6.521458
94 N -1.552801 -0.562645 6.978708
95 C -0.158707 -0.468112 5.073102
96 C 0.987016 -0.115643 4.360159
97 C 0.984988 -0.241831 2.983910
98 N -0.060668 -0.681503 2.288242
99 C -1.138379 -1.064362 2.970191
100 C -1.233366 -0.981193 4.345041
101 H 1.015775 0.552518 9.500792
102 H 1.664395 0.361272 7.081301
103 H 1.868793 0.253437 4.856481
104 H 1.858435 0.039704 2.412930
105 H -1.976681 -1.442842 2.401906
106 H -2.129575 -1.277104 4.869187

Cartesian forces (eV/Å) of the 3 atoms listed first:
-0.661 -1.025 -0.628
0.027 0.063 -0.193
-0.780 -0.562 0.529

Computed properties:
**E_HOMO (alpha / beta)**: -8.759 / -8.759 eV
**Multiplicity**: 2
**F_max**: 3.709 eV/Å
**Total charge**: +1
**Relative energy (zero: lowest compared OMol25 entry of this formula, charge and spin)**: 54.0 kcal per mole
**Gap between HOMO and LUMO (alpha / beta)**: 3.475 / 3.876 eV
**E**: -3264.31974 Ha
**LUMO energy (alpha / beta)**: -5.28 / -4.88 eV

Entry 3:
Formula: AgH12O6
Source: the OMol25 dataset
Level of theory: wB97M-V/def2-TZVPD

Positions of all 19 atoms, in Å:
1 Ag -23.048000 -4.746000 5.879000
2 O -24.578000 -4.222000 5.053000
3 H -24.882000 -4.346000 4.134000
4 H -24.834000 -3.315000 5.247000
5 O -23.591000 -6.502000 6.048000
6 H -23.622000 -7.226000 5.398000
7 H -23.187000 -6.933000 6.805000
8 O -22.363000 -2.767000 5.762000
9 H -21.542000 -2.462000 5.359000
10 H -22.955000 -1.976000 5.802000
11 O -22.250000 -4.959000 4.068000
12 H -21.310000 -5.148000 4.026000
13 H -22.343000 -4.421000 3.312000
14 O -23.612000 -4.377000 7.704000
15 H -23.790000 -3.471000 7.978000
16 H -23.022000 -4.723000 8.391000
17 O -21.238000 -5.160000 6.535000
18 H -20.769000 -5.922000 6.176000
19 H -20.631000 -4.425000 6.733000

Cartesian forces (eV/Å) of the 3 atoms listed first:
4.280 3.166 -0.095
-6.519 2.437 -3.471
0.050 -0.389 0.216

Computed properties:
**E_HOMO (alpha / beta)**: -17.185 / -16.766 eV
**Multiplicity**: 2
**F_max**: 8.802 eV/Å
**Total charge**: +2
**Relative energy (zero: lowest compared OMol25 entry of this formula, charge and spin)**: 27.2 kcal per mole
**Gap between HOMO and LUMO (alpha / beta)**: 9.622 / 8.029 eV
**E**: -604.73909 Ha
**LUMO energy (alpha / beta)**: -7.56 / -8.74 eV